i.
The following is a quantum chemistry calculation of 3 unconnected molecules or ions with the total composition C3H9NO4, from the Open Molecules 2025 dataset.

```
17
C3H9NO4, DFT ωB97M-V/def2-TZVPD
O -0.25401 0.09041 -2.89039
C -0.81319 -0.43509 -1.96895
C -0.84081 0.21306 -0.59187
N -1.54887 -0.59842 0.38656
C -0.78591 -1.63152 0.86837
O 0.32546 -1.83429 0.44474
H -1.50809 -1.28638 -2.12320
H 0.09104 0.65928 -0.35628
H -1.51027 1.09801 -0.67689
H -2.38491 -0.23188 0.82645
H -1.34241 -2.09624 1.73284
O 0.94867 2.32095 0.87791
H 1.20711 3.24445 0.91259
H 1.72783 1.75992 0.93653
O 2.57015 -0.15600 0.62814
H 2.15518 -0.89996 1.11582
H 1.96303 -0.21630 -0.12238
```

The calculation puts the HOMO-LUMO gap at 10.48 eV.

What are the Mulliken partial charges on each atom? They are as follows, in elementary charge units: -0.471 0.108 -0.052 -0.128 0.034 -0.590 0.317 -0.193 0.383 0.235 0.343 -0.634 0.290 0.358 -0.710 0.370 0.340

=====

ii.
The following is a quantum chemistry calculation of 3 unconnected molecules or ions with the total composition C3H9NO4, from the Open Molecules 2025 dataset.

```
17
C3H9NO4, DFT ωB97M-V/def2-TZVPD
C 1.77030 -0.81600 -1.03824
C 0.89987 0.20638 -0.38205
O -0.29050 0.03990 -0.29503
N 1.56046 1.26686 0.21923
C 2.76917 1.81006 -0.16013
O 3.05081 2.97455 -0.08120
H 2.80867 -0.94857 -0.74460
H 1.35166 -1.81932 -1.16320
H 1.83257 -0.67223 -2.13259
H 0.93567 1.92462 0.67588
H 3.60482 1.14097 -0.41577
O -3.52817 -0.60546 5.88727
H -3.55189 -0.74385 4.93357
H -4.06097 0.18160 5.96104
O -3.41414 -1.50136 -3.85949
H -2.89846 -1.50469 -3.03935
H -2.83987 -0.93345 -4.36534
```

The calculation puts the HOMO-LUMO gap at 11.18 eV.

What are the Mulliken partial charges on each atom? They are as follows, in elementary charge units: -1.059 0.660 -0.563 -0.114 0.076 -0.474 0.315 0.335 0.318 0.257 0.249 -0.636 0.319 0.316 -0.633 0.322 0.311

=====

iii.
The following is a quantum chemistry calculation of 2 unconnected molecules or ions with the total composition C3H9NO4, from the Open Molecules 2025 dataset.

```
17
C3H9NO4, DFT ωB97M-V/def2-TZVPD
N -1.09457 -0.85086 0.46844
C -0.54072 0.37847 1.03098
C 0.90040 0.65507 0.45918
O 1.54436 -0.57368 0.10223
C -1.50231 1.43258 0.50622
O -1.95048 2.39135 1.07420
O -1.66704 1.32417 -0.85290
H -1.35756 -0.88493 -0.49849
H -0.60306 -1.67874 0.76696
H -0.58828 0.33878 2.11498
H 1.56156 1.09405 1.20834
H 0.83707 1.28168 -0.41952
H 1.94647 -0.92281 0.90412
H -2.48023 1.79574 -1.09747
O 1.60315 -2.30080 -1.99242
H 0.99514 -1.68129 -1.58179
H 2.39608 -1.79876 -2.19308
```

The calculation puts the HOMO-LUMO gap at 10.01 eV.

What are the Mulliken partial charges on each atom? They are as follows, in elementary charge units: -0.614 0.429 -0.606 -0.465 0.211 -0.552 -0.462 0.242 0.219 0.359 0.338 0.328 0.266 0.334 -0.661 0.331 0.303

=====

Most stable structure: ii

=====

i.
The following is a quantum chemistry calculation of a molecular structure, H20O10Xe, from the Open Molecules 2025 dataset.

```
31
H20O10Xe, DFT ωB97M-V/def2-TZVPD
Xe 16.62772 -0.65817 -11.67915
O 16.92348 0.66442 -15.36003
H 17.54081 1.11945 -14.78723
H 16.20895 0.39972 -14.78071
O 14.77641 -4.42494 -12.22373
H 15.15761 -5.18893 -12.65644
H 15.29337 -4.31861 -11.42518
O 14.26668 0.37222 -14.67727
H 14.05555 0.69481 -13.80114
H 14.31833 -0.57832 -14.57702
O 13.20069 1.10145 -12.10670
H 13.51807 1.71691 -11.44586
H 12.71717 0.44253 -11.60845
O 17.38896 1.43081 -8.90871
H 17.70997 2.32002 -8.75881
H 16.44636 1.48628 -8.75168
O 14.49296 -2.46469 -14.16838
H 14.46750 -2.96785 -13.35450
H 13.92963 -2.95203 -14.76954
O 19.32895 -0.67035 -8.13700
H 19.10227 -0.98698 -7.26259
H 18.63824 -0.04343 -8.35175
O 18.93664 1.27886 -13.46458
H 19.40880 1.35910 -12.63580
H 18.63823 2.16759 -13.65780
O 19.11242 -1.61367 -14.98150
H 18.49066 -0.88613 -14.96271
H 18.63353 -2.34858 -14.59836
O 17.11300 -3.48504 -14.28258
H 16.20946 -3.17803 -14.20786
H 17.23329 -3.65174 -15.21744
```

The calculation puts the HOMO-LUMO gap at 9.47 eV.

What are the Mulliken partial charges on each atom? They are as follows, in elementary charge units: -0.003 -0.611 0.315 0.335 -0.670 0.324 0.317 -0.657 0.365 0.344 -0.627 0.296 0.301 -0.628 0.295 0.305 -0.697 0.340 0.283 -0.621 0.305 0.350 -0.602 0.272 0.307 -0.668 0.338 0.369 -0.681 0.376 0.330

=====

ii.
The following is a quantum chemistry calculation of a molecular structure, H20O10Xe, from the Open Molecules 2025 dataset.

```
31
H20O10Xe, DFT ωB97M-V/def2-TZVPD
Xe 9.93121 -18.23340 -14.51619
O 8.08440 -14.64113 -15.22638
H 7.48140 -15.26691 -14.82511
H 7.85641 -13.80020 -14.83003
O 7.21623 -20.60693 -16.53721
H 7.62630 -19.88109 -17.00754
H 7.71800 -21.37808 -16.80139
O 6.27645 -19.87626 -13.95853
H 5.37606 -20.20085 -13.97225
H 6.67640 -20.24468 -14.74627
O 6.34128 -16.98177 -14.54886
H 6.18389 -17.88518 -14.27445
H 6.52098 -17.04376 -15.48700
O 12.24278 -15.04119 -13.86072
H 11.91769 -14.85364 -14.74127
H 11.51205 -14.82071 -13.28310
O 9.46248 -22.45867 -13.90011
H 10.07971 -21.82979 -13.52625
H 9.76209 -22.58261 -14.80072
O 12.89063 -17.27265 -12.41362
H 12.52566 -16.63602 -13.02822
H 13.23741 -16.74216 -11.69629
O 11.55172 -21.09905 -12.65076
H 11.52322 -21.44552 -11.75892
H 12.00803 -20.26165 -12.56843
O 10.71047 -14.74324 -16.05684
H 9.80815 -14.91566 -15.78792
H 10.74797 -13.79433 -16.17681
O 12.94618 -18.79719 -16.70454
H 12.94812 -17.96332 -16.23454
H 13.64903 -19.30372 -16.29752
```

The calculation puts the HOMO-LUMO gap at 10.94 eV.

What are the Mulliken partial charges on each atom? They are as follows, in elementary charge units: 0.005 -0.652 0.361 0.306 -0.644 0.303 0.306 -0.668 0.315 0.367 -0.655 0.334 0.283 -0.691 0.389 0.294 -0.627 0.368 0.295 -0.614 0.383 0.280 -0.659 0.302 0.309 -0.650 0.374 0.288 -0.624 0.309 0.315

=====

Most stable structure: ii

=====

i.
The following is a quantum chemistry calculation of C3H3F6NO in the gas phase, from the Open Molecules 2025 dataset.

```
14
C3H3F6NO, DFT ωB97M-V/def2-TZVPD
N -1.56522 0.08912 -0.85885
C -0.77714 -0.89001 -0.23926
F -1.40369 -1.80420 0.56146
F -0.02004 -1.53357 -1.15110
C 0.41518 -0.19032 0.68885
O -0.26382 0.63356 1.54226
F 1.03897 -1.18926 1.29491
C 1.35330 0.56650 -0.24981
F 0.92329 0.73263 -1.49621
F 2.54740 -0.00944 -0.25948
F 1.52053 1.75130 0.30514
H -2.07740 -0.29301 -1.56734
H -1.98041 0.77322 -0.26288
H 0.28905 1.36349 1.69231
```

The calculation puts the HOMO-LUMO gap at 11.56 eV.

What are the Mulliken partial charges on each atom? They are as follows, in elementary charge units: -0.416 0.658 -0.307 -0.304 0.321 -0.534 -0.304 0.966 -0.239 -0.257 -0.363 0.192 0.219 0.369

=====

ii.
The following is a quantum chemistry calculation of 2 unconnected molecules or ions with the total composition C3H3F6NO, from the Open Molecules 2025 dataset.

```
14
C3H3F6NO, DFT ωB97M-V/def2-TZVPD
C 1.41118 -0.41727 -0.39142
C -1.57247 -0.37164 -1.10600
C 1.47569 0.06724 1.06707
N -1.30227 0.57599 -2.04189
O 2.44604 -1.27617 -0.47817
F 1.52701 0.71599 -1.21664
F -2.32615 0.01609 -0.10997
F -1.76784 -1.62156 -1.45620
F 1.68370 -0.93591 1.86165
F 0.36173 0.75820 1.44988
F 2.48689 0.96840 1.09744
H -0.53953 0.66633 -2.70448
H -1.60178 1.45192 -1.87833
H 2.70140 -1.53786 -1.39412
```

The calculation puts the HOMO-LUMO gap (alpha / beta) at 6.81 / 9.56 eV.

What are the Mulliken partial charges on each atom? They are as follows, in elementary charge units: 0.159 0.486 0.844 -0.384 -0.462 -0.284 -0.213 -0.221 -0.233 -0.245 -0.264 0.252 0.209 0.356

=====

Most stable structure: i

=====

i.
The following is a quantum chemistry calculation of 2 unconnected molecules or ions with the total composition C6H15NP, from the Open Molecules 2025 dataset.

```
23
C6H15NP, DFT ωB97M-V/def2-TZVPD
C 1.94825 2.13074 -0.31815
C 1.15729 1.23470 0.20379
C 0.99836 -2.67426 0.41333
C -1.78285 1.73193 0.76813
C -2.32829 -0.62216 -1.02080
C 0.19434 0.37154 -0.35613
N 1.53700 -1.25541 0.28953
P -1.24169 0.01217 0.46417
H 2.71179 2.63379 0.24864
H 1.89962 2.29987 -1.44189
H 1.14261 1.11305 1.27451
H 1.94547 -3.24933 0.84771
H 0.08655 -2.66225 1.09403
H 0.71371 -3.04058 -0.63270
H -1.41672 2.51069 0.12439
H -1.66468 1.98719 1.87448
H -2.85309 1.68430 0.80207
H -1.67083 -0.80755 -1.88935
H -3.10100 0.13800 -1.26082
H -2.84090 -1.54321 -0.80451
H 0.44221 0.07638 -1.38375
H 1.93985 -0.93032 1.14905
H 2.18297 -1.13928 -0.44573
```

As for the total charge: +1. The calculation puts the HOMO-LUMO gap (alpha / beta) at 8.22 / 8.22 eV.

What are the Mulliken partial charges on each atom? They are as follows, in elementary charge units: -0.793 -0.565 -0.772 -1.104 -1.017 0.468 -0.480 0.180 0.321 0.231 0.340 0.332 0.297 0.280 0.368 0.352 0.415 0.304 0.355 0.358 0.481 0.343 0.307

=====

ii.
The following is a quantum chemistry calculation of 2 unconnected molecules or ions with the total composition C6H15NP, from the Open Molecules 2025 dataset.

```
23
C6H15NP, DFT ωB97M-V/def2-TZVPD
C 1.81577 0.33022 0.11667
C 3.18956 -0.10226 0.14288
C 1.59807 1.83400 0.04890
C -2.55081 -0.93772 0.93939
C -2.45618 0.59561 -1.17691
C -2.12738 0.21415 0.22001
N 0.80253 -0.38240 0.21962
P 0.91716 -2.02734 0.05693
H 3.85046 0.59843 0.78883
H 3.81595 0.16009 -0.82075
H 3.36685 -1.22843 0.39586
H 2.53510 2.39912 0.14932
H 0.81165 2.14483 0.87387
H 1.20494 2.12269 -0.91970
H -1.58587 -1.66362 0.82801
H -2.55468 -0.89588 2.05334
H -3.30392 -1.46946 0.51802
H -3.45064 1.19949 -1.12276
H -2.87856 -0.22309 -1.87593
H -1.67728 1.11425 -1.48125
H -1.20673 0.54424 0.59993
H -0.37310 -2.27289 0.67245
H 0.25710 -2.05402 -1.22673
```

As for the total charge: +1. The calculation puts the HOMO-LUMO gap at 6.63 eV.

What are the Mulliken partial charges on each atom? They are as follows, in elementary charge units: 0.775 -1.287 -1.100 -0.797 -1.022 0.393 -0.085 -0.117 0.335 0.306 0.366 0.380 0.256 0.266 0.017 0.339 0.401 0.378 0.370 0.305 0.360 0.075 0.088

=====

Most stable structure: i

=====

i.
The following is a quantum chemistry calculation of a gas-phase ion, C6H13NO (charge +1), from the Open Molecules 2025 dataset.

```
21
C6H13NO, DFT ωB97M-V/def2-TZVPD
C -1.58013 0.14249 -1.27225
C -2.30146 0.47835 0.01687
C -0.02725 0.13198 -1.10280
N 0.39785 -0.56245 0.12592
C -0.33955 -1.88385 0.26221
C 1.78141 -0.25878 0.39549
C 1.99455 1.28343 1.31171
O 3.12863 1.84742 1.09783
H -1.64673 -0.89231 -1.66279
H -1.89067 0.70964 -2.15931
H -2.02386 -0.38690 0.67539
H -3.37484 0.52134 -0.10827
H -1.87009 1.31632 0.56033
H 0.33131 1.17402 -1.04493
H 0.35638 -0.42487 -1.97567
H 1.16870 1.93156 0.81566
H -0.47916 -1.96618 1.33286
H 0.24021 -2.65243 -0.22469
H 2.06374 -1.11074 1.10658
H 2.43732 -0.44174 -0.47611
H 1.63362 1.04370 2.32597
```

As for the spin multiplicity: 2. As for the total charge: +1. The calculation puts the HOMO-LUMO gap (alpha / beta) at 9.16 / 7.05 eV.

What are the Mulliken partial charges on each atom? They are as follows, in elementary charge units: -0.678 -0.994 -0.592 0.354 -0.791 -0.712 -0.035 -0.260 0.391 0.432 0.277 0.346 0.284 0.457 0.327 0.233 0.466 0.369 0.411 0.352 0.364

=====

ii.
The following is a quantum chemistry calculation of a gas-phase ion, C6H13NO (charge +1), from the Open Molecules 2025 dataset.

```
21
C6H13NO, DFT ωB97M-V/def2-TZVPD
C -1.24193 1.20854 -0.90747
C -0.74511 2.61009 -0.57012
C -1.11598 0.20928 0.33228
N -0.68502 -1.08128 -0.15383
C 0.49458 -2.53616 0.74471
C 0.83080 -1.48778 -0.18430
C 1.83981 -0.47119 0.40576
O 1.76674 0.70680 -0.23763
H -2.24939 1.30164 -1.28957
H -0.58404 0.73337 -1.63533
H -0.36989 3.05377 -1.48730
H -1.49773 3.21912 -0.08476
H 0.17448 2.56902 0.00610
H -2.11597 0.04660 0.71763
H -0.40024 0.68818 0.99526
H -0.82569 -1.88173 0.69213
H 0.76292 -2.31749 1.77626
H 0.99846 -1.78076 -1.20180
H 0.53851 -3.57688 0.46249
H 1.60225 -0.33058 1.46119
H 2.82246 -0.88257 0.15831
```

As for the spin multiplicity: 2. As for the total charge: +1. The calculation puts the HOMO-LUMO gap (alpha / beta) at 8.20 / 7.78 eV.

What are the Mulliken partial charges on each atom? They are as follows, in elementary charge units: -0.306 -1.195 -0.595 -0.125 -0.513 0.018 -0.642 -0.270 0.450 0.282 0.342 0.352 0.335 0.387 0.336 0.247 0.336 0.446 0.307 0.428 0.378

=====

Most stable structure: ii

=====

i.
The following is a quantum chemistry calculation of a molecular structure, C3H4O5, from the Open Molecules 2025 dataset.

```
12
C3H4O5, DFT ωB97M-V/def2-TZVPD
C -0.04468 -0.32100 -0.67603
C -1.25205 -0.10085 0.04507
C 1.18735 0.57753 -0.12709
H 0.24420 -1.59848 0.61410
H -0.22573 -0.10564 -1.74619
H -2.31607 1.10788 0.66534
H 1.96202 -1.18508 -0.03204
O 0.27126 -1.60640 -0.59935
O -2.11346 0.94568 -0.53882
O -1.38655 -0.76869 1.20970
O 2.23201 -0.28313 0.30552
O 1.12072 1.81845 0.25384
```

The calculation puts the HOMO-LUMO gap at 10.21 eV.

What are the Mulliken partial charges on each atom? They are as follows, in elementary charge units: 0.082 0.486 0.530 0.454 0.370 0.461 0.410 -0.696 -0.458 -0.620 -0.480 -0.538

=====

ii.
The following is a quantum chemistry calculation of C3H4O5 in the gas phase, from the Open Molecules 2025 dataset.

```
12
C3H4O5, DFT ωB97M-V/def2-TZVPD
O -2.17259 1.30006 0.43186
C -1.00900 0.65761 0.54803
O 0.38079 1.19919 0.98228
C -0.45868 -0.76507 0.13974
O 0.02416 -1.29968 1.27999
C 0.60337 -0.55292 -0.98879
O 0.30955 -0.59128 -2.15207
O 1.76925 -0.07579 -0.54338
H 0.41899 2.22572 1.38131
H -1.31848 -1.31072 -0.14296
H 0.93208 -0.85328 1.67154
H 2.66391 -0.35948 -1.09318
```

The calculation puts the HOMO-LUMO gap at 10.28 eV.

What are the Mulliken partial charges on each atom? They are as follows, in elementary charge units: -0.527 0.403 -0.523 0.208 -0.584 0.488 -0.513 -0.462 0.329 0.360 0.438 0.383

=====

Most stable structure: ii